{"formula": "C10H18F6NO14S2Zr", "method": "ωB97M-V with the def2-TZVPD basis set", "lumo_ev": -4.976, "energy_ev": -80068.433, "orbital_gap_ev": 8.1, "homo_energy_ha": -0.4819, "charge": 1, "elements": ["Zr", "C", "F", "F", "F", "S", "O", "O", "N", "S", "O", "O", "C", "F", "F", "F", "C", "C", "O", "O", "H", "H", "H", "C", "C", "O", "O", "H", "H", "H", "C", "C", "C", "O", "C", "O", "O", "H", "H", "H", "H", "H", "H", "O", "H", "H", "O", "H", "H", "O", "H", "H"], "positions_angstrom": [[34.11806, -23.64194, 19.08297], [32.00006, -26.98070, 20.18435], [31.45916, -27.93191, 20.89540], [32.89935, -27.54220, 19.40010], [31.10906, -26.36048, 19.45124], [32.86423, -25.78186, 21.41129], [32.18587, -25.96172, 22.63802], [34.22199, -26.29058, 21.38623], [32.76856, -24.15597, 20.59375], [31.69515, -23.32670, 21.56806], [31.83165, -23.48867, 22.97172], [31.69784, -21.97310, 21.08509], [29.97661, -23.92662, 21.04477], [29.11684, -23.16271, 21.68742], [29.83025, -23.73004, 19.74609], [29.71579, -25.17030, 21.37523], [31.07526, -23.31672, 16.21941], [31.94644, -23.49422, 17.40631], [32.56682, -24.54945, 17.79345], [32.44370, -22.53079, 18.05402], [31.63913, -22.83745, 15.42190], [30.12134, -22.85551, 16.47361], [30.72090, -24.25265, 15.77939], [35.97376, -22.18326, 15.52398], [35.38007, -22.54546, 16.82658], [35.44457, -23.74079, 17.26133], [35.04594, -21.74171, 17.73799], [36.29688, -21.13890, 15.50881], [35.27764, -22.19028, 14.68169], [36.85321, -22.75981, 15.25122], [27.83773, -24.63474, 13.58838], [28.59771, -25.96541, 13.35429], [30.04067, -25.73126, 12.92512], [30.74778, -26.71263, 13.67748], [29.96575, -27.23325, 14.60939], [30.29766, -28.04128, 15.42797], [28.71316, -26.72140, 14.56659], [28.10741, -23.97816, 12.76006], [27.98644, -24.22400, 14.58164], [26.77920, -24.83897, 13.42367], [28.09902, -26.53115, 12.56746], [30.41404, -24.71695, 13.05657], [30.09546, -26.07274, 11.89042], [34.11392, -21.63577, 20.06256], [33.83104, -21.16670, 20.86631], [34.36671, -20.94414, 19.41729], [34.75859, -25.71351, 18.70873], [34.65628, -25.98679, 17.77630], [35.23431, -26.43994, 19.14908], [31.41692, -19.86671, 17.52751], [31.64894, -20.70025, 17.95676], [32.00143, -19.81496, 16.76387]], "forces_ev_per_angstrom": [[-1.287, 2.358, -3.956], [0.168, 0.240, 0.089], [-0.418, -0.025, 0.514], [0.466, 0.088, -0.344], [-0.405, 0.244, -0.223], [1.553, -2.666, -0.991], [-0.628, 0.825, -0.114], [-0.178, 1.589, -0.699], [-0.667, -2.853, 3.512], [-1.331, 2.803, 0.018], [0.311, -0.486, -0.397], [0.156, -0.409, -0.371], [-0.116, 0.380, 0.632], [0.112, 0.420, 0.144], [0.211, -0.232, -0.431], [0.318, -0.511, -0.180], [-1.094, -1.298, -0.078], [2.803, -0.566, 0.809], [-0.390, -1.789, -0.979], [-0.269, 2.023, 0.579], [-0.084, 0.558, 0.269], [0.401, 0.826, 0.054], [0.542, -0.364, 0.384], [-0.039, 1.347, -1.096], [1.607, 0.175, 2.023], [-0.814, -1.953, -0.297], [-0.887, 0.560, -0.290], [-0.087, -0.022, 0.493], [-0.209, -0.506, 0.189], [-0.233, -0.481, 0.274], [-0.385, -1.454, -0.974], [-0.505, 1.790, 0.412], [-0.521, -1.209, -0.775], [0.969, 0.525, -0.251], [-0.587, -1.088, 1.746], [0.181, 0.457, -0.478], [0.122, 0.156, -0.766], [0.171, 0.370, 0.323], [0.239, 0.147, -0.070], [-0.091, 0.161, 0.401], [-0.178, -0.299, 0.338], [0.166, -0.117, 0.215], [0.445, 0.628, -0.106], [0.808, 0.465, 0.099], [-0.401, -0.570, -0.051], [-0.001, -0.360, -0.001], [0.415, -0.601, -0.143], [-0.038, 0.319, 0.167], [-0.329, 0.312, 0.391], [0.028, -0.040, -0.007], [0.020, 0.079, -0.074], [-0.037, 0.056, 0.069]]}

{"formula": "C24H21NO14Pb", "method": "ωB97M-V with the def2-TZVPD basis set", "lumo_ev": 7.624, "energy_ev": -60625.567, "e_above_lowest_kcal_mol": 0.0, "orbital_gap_ev": 5.0, "homo_energy_ha": 0.0962, "charge": -4, "elements": ["Pb", "C", "C", "C", "O", "C", "C", "C", "O", "O", "O", "H", "H", "C", "C", "C", "O", "C", "C", "C", "O", "O", "O", "H", "H", "C", "C", "C", "O", "C", "C", "C", "O", "O", "O", "H", "H", "C", "O", "C", "C", "N", "C", "C", "O", "C", "H", "H", "H", "H", "H", "H", "H", "H", "H", "H", "H", "H", "H", "H", "H"], "positions_angstrom": [[7.97063, 7.12561, -4.01814], [7.76348, 8.93701, 0.47559], [7.61103, 7.93181, -0.47058], [6.74001, 6.68822, -0.13717], [6.54289, 5.87250, -1.03662], [6.27825, 6.56113, 1.20557], [6.58763, 7.48725, 2.21932], [7.29520, 8.77623, 1.81702], [7.45394, 9.69954, 2.63110], [6.18902, 7.30609, 3.39980], [8.03333, 7.99029, -1.66420], [8.34522, 9.82661, 0.26865], [5.68134, 5.69403, 1.46160], [3.54441, 5.95992, -5.50189], [4.67788, 6.64345, -5.01585], [4.83216, 8.14847, -5.36944], [5.80567, 8.72665, -4.82238], [3.99102, 8.68385, -6.33247], [2.97248, 7.93257, -6.96571], [2.65523, 6.53656, -6.43628], [1.61015, 5.95359, -6.75044], [2.30440, 8.39430, -7.89981], [5.57034, 6.06970, -4.35203], [3.36365, 4.98002, -5.08182], [4.18075, 9.71094, -6.62878], [10.93833, 4.76666, -6.73253], [10.19214, 5.16408, -5.62593], [9.60625, 4.08954, -4.68638], [9.10317, 4.53679, -3.63896], [9.72776, 2.73120, -5.05102], [10.41885, 2.33547, -6.21604], [11.09465, 3.39969, -7.09245], [11.72653, 3.07293, -8.10029], [10.60645, 1.13007, -6.48748], [10.16164, 6.35380, -5.19000], [11.37369, 5.47630, -7.43001], [9.25097, 2.04551, -4.36254], [6.98780, 5.59430, -7.21648], [7.66237, 6.70405, -6.67511], [8.10889, 7.62040, -7.67212], [9.04608, 8.63353, -7.01658], [8.52663, 9.22704, -5.78894], [9.35970, 10.28646, -5.25666], [10.61047, 9.78983, -4.54513], [10.25512, 8.92186, -3.50404], [11.31844, 8.23580, -2.91164], [6.49499, 5.06732, -6.40503], [7.61121, 4.90243, -7.80260], [6.21544, 5.91507, -7.93538], [7.24825, 8.04105, -8.19828], [8.78332, 6.97563, -8.25396], [9.23588, 9.43217, -7.75641], [9.93663, 8.06102, -6.74606], [7.51395, 9.35531, -5.75304], [8.74701, 10.78060, -4.50051], [9.67014, 10.97687, -6.05954], [11.00408, 10.66134, -3.98116], [11.40541, 9.41316, -5.19758], [11.94919, 8.93911, -2.33769], [11.87493, 7.62601, -3.62575], [10.94547, 7.54744, -2.15147]], "forces_ev_per_angstrom": [[-0.654, -0.741, 1.085], [0.039, -0.921, 0.257], [-0.555, 0.187, -0.721], [0.252, -0.141, 0.665], [-0.064, 0.035, -0.185], [0.505, 0.503, -0.370], [-1.403, -1.238, 0.138], [0.663, 1.065, -0.460], [-0.150, -0.132, 0.591], [0.507, 0.549, 0.132], [0.467, 0.273, 0.000], [-0.052, 0.059, -0.157], [0.024, -0.045, 0.048], [0.771, 0.853, 0.162], [-0.538, -0.536, -0.479], [0.608, -0.960, 0.010], [0.402, 0.473, -0.023], [0.332, 0.103, 0.346], [-0.100, 0.824, -0.334], [-0.011, -1.058, 1.392], [-0.640, 0.165, -0.860], [-0.293, -0.069, -0.339], [0.421, 0.534, 0.080], [-0.120, -0.148, -0.246], [-0.168, -0.007, -0.168], [-0.615, -0.224, -0.067], [1.540, 0.263, 0.411], [-0.043, 0.046, -0.308], [-0.397, -0.061, 0.031], [-0.249, 1.297, 0.032], [0.193, -1.386, 1.072], [-0.392, 0.826, -0.353], [0.298, -0.527, -0.244], [-0.033, 0.156, -0.481], [-0.332, 0.200, -0.417], [0.058, 0.212, 0.230], [0.186, -0.395, -0.217], [-0.730, -0.235, -0.718], [-0.300, 0.376, -0.082], [0.893, -1.125, 1.141], [-0.746, 0.016, 0.345], [0.268, -0.472, -0.380], [-0.719, -0.716, 0.091], [0.237, 0.897, 1.243], [-0.654, -0.768, -0.543], [0.264, -0.107, 0.776], [0.075, -0.013, 0.091], [0.506, 0.200, 0.413], [-0.107, 0.184, 0.319], [0.073, 0.032, -0.167], [-0.340, 0.528, -0.962], [0.342, -0.162, -0.092], [0.213, 0.280, -0.181], [0.107, 0.303, 0.000], [0.117, 0.317, -0.114], [-0.004, 0.252, 0.174], [0.361, 0.237, -0.715], [-0.204, -0.344, -0.087], [0.241, 0.001, -0.402], [0.135, 0.210, -0.192], [-0.483, 0.072, -0.211]]}